Record 1
The molecule C5H8O. Source: the Open Molecules 2025 dataset; level of theory: ωB97M-V/def2-TZVPD.

```
14
C5H8O, DFT ωB97M-V/def2-TZVPD
C -1.389 -1.024 -0.586
C -0.594 0.262 -0.598
C -0.213 0.968 0.673
C 0.863 0.476 -0.271
C 1.865 -0.260 0.551
O 1.994 -1.437 0.775
H -1.064 -1.719 0.191
H -2.446 -0.795 -0.402
H -1.329 -1.540 -1.552
H -0.906 0.930 -1.402
H -0.308 0.341 1.560
H -0.299 2.034 0.849
H 1.343 1.250 -0.868
H 2.483 0.514 1.080
```

Results
LUMO level ... 1.0 eV
SMILES string ... C[C@H]1C[C@H]1C=O

Record 2
A structure of composition C5H8O. Source: the Open Molecules 2025 dataset; level of theory: ωB97M-V/def2-TZVPD.

```
14
C5H8O, DFT ωB97M-V/def2-TZVPD
O -1.720 -0.291 1.556
C -0.719 -0.674 0.765
C -0.202 1.110 0.005
C -0.672 -0.132 -0.651
C 0.720 -0.720 -0.937
C 1.211 -0.294 0.468
H -2.284 0.395 1.138
H -0.861 1.705 0.637
H 0.592 1.691 -0.455
H -1.540 -0.193 -1.315
H 0.721 -1.800 -1.098
H 1.257 -0.213 -1.747
H 1.532 -1.082 1.146
H 1.966 0.498 0.490
```

Results
LUMO level (alpha / beta) ... 0.9 / 0.9 eV

Record 3
The molecule C5H8O. Source: the Open Molecules 2025 dataset; level of theory: ωB97M-V/def2-TZVPD.

```
14
C5H8O, DFT ωB97M-V/def2-TZVPD
C -1.302 1.946 1.309
C -1.447 1.095 0.295
C -0.500 0.034 -0.102
C 0.827 0.204 -0.050
O 1.797 -0.686 -0.351
C 1.355 -1.918 -0.894
H -2.060 2.690 1.540
H -0.402 1.917 1.943
H -2.365 1.129 -0.301
H -0.947 -0.876 -0.512
H 1.269 1.155 0.227
H 0.708 -1.731 -1.770
H 2.270 -2.451 -1.182
H 0.797 -2.508 -0.152
```

Results
LUMO level ... 1.0 eV
SMILES string ... C=C/C=C/OC

Record 4
The molecule C5H8O. Source: the Open Molecules 2025 dataset; level of theory: ωB97M-V/def2-TZVPD.

```
14
C5H8O, DFT ωB97M-V/def2-TZVPD
C -0.957 0.886 1.291
C -0.312 -0.219 0.476
C -0.417 -0.262 -1.074
C 1.079 -0.655 -1.174
C 1.205 -0.177 0.274
O 2.111 0.240 0.944
H -0.483 0.953 2.276
H -0.841 1.857 0.798
H -2.026 0.701 1.436
H -0.564 -1.206 0.889
H -1.142 -0.956 -1.503
H -0.593 0.739 -1.482
H 1.225 -1.739 -1.239
H 1.715 -0.162 -1.912
```

Results
LUMO level ... 0.9 eV
SMILES string ... C[C@H]1CCC1=O

Values of energy above the lowest of the compared OMol25 structures with the same formula, charge and spin, in order: 1.589 6.513 1.814 0.787, all in eV.